(1)
The following is a quantum chemistry calculation of C19H22MnN5OSb as an isolated structure, from OMol25.

The geometry in XYZ format:
```
49
Properties=species:S:1:pos:R:3:mulliken_charge:R:1
Mn 0.39 -0.15 -0.51 0.88
C 2.71 -2.16 0.27 -1.37
C 1.98 -1.80 1.53 0.89
C 2.52 -2.09 2.77 -0.82
C 1.77 -1.85 3.91 -0.42
C 0.47 -1.38 3.78 -0.78
C -0.01 -1.10 2.51 0.04
N 0.75 -1.27 1.41 0.24
Sb -2.13 -0.60 2.28 0.84
C -2.31 -1.69 0.39 -0.11
C -3.35 -2.60 0.27 -0.77
C -3.47 -3.33 -0.90 -0.41
C -2.56 -3.13 -1.92 -0.85
C -1.55 -2.19 -1.75 1.06
C -0.51 -1.94 -2.80 -1.47
N -1.44 -1.49 -0.61 0.35
C -1.72 1.34 1.35 -0.01
C -2.26 2.48 1.93 -0.79
C -2.13 3.70 1.28 -0.46
C -1.52 3.73 0.04 -0.81
C -1.00 2.56 -0.50 1.01
C -0.40 2.52 -1.88 -1.35
N -1.08 1.39 0.18 0.15
H 3.79 -2.11 0.40 0.44
H 2.44 -1.50 -0.57 0.15
H 2.47 -3.18 -0.02 0.34
H 3.52 -2.51 2.84 0.48
H 2.18 -2.06 4.89 0.45
H -0.16 -1.24 4.64 0.43
H -4.05 -2.74 1.09 0.42
H -4.27 -4.06 -1.02 0.44
H -2.63 -3.68 -2.85 0.50
H -0.91 -2.09 -3.80 0.48
H 0.33 -2.63 -2.68 0.26
H -0.14 -0.91 -2.76 0.21
H -2.77 2.41 2.88 0.44
H -2.52 4.60 1.73 0.44
H -1.45 4.65 -0.53 0.47
H -0.14 3.52 -2.23 0.42
H -1.12 2.10 -2.58 0.29
H 0.51 1.92 -1.91 0.17
N 3.02 2.32 1.06 -0.37
C 3.17 1.57 -0.04 0.66
N 4.39 1.50 -0.60 -0.42
O 2.20 0.95 -0.54 -0.57
H 3.77 2.86 1.46 0.20
H 2.10 2.44 1.44 0.19
H 5.17 2.03 -0.26 0.19
H 4.52 0.98 -1.45 0.24
```

Output
strongest force on any atom = 1.4 eV/Å
multiplicity = 6
total charge = +2
<S²> = 8.7538
LUMO (spin up / spin down) = -5.48 / -5.87 eV
HOMO-LUMO gap (spin up / spin down) = 0.3499 / 0.3391 Eh

(2)
The following is a quantum chemistry calculation of one molecule with the formula C19H22N2O2, from OMol25.

The geometry in XYZ format:
```
45
Properties=species:S:1:pos:R:3:mulliken_charge:R:1
C -1.41 -2.68 0.90 -0.75
C -0.66 -3.33 -0.26 -0.26
O 0.74 -3.14 -0.24 -0.41
C 1.21 -1.84 -0.51 -0.10
C 1.59 -1.07 0.77 -1.12
N 2.25 0.16 0.45 0.36
C 1.69 1.40 0.30 0.39
C 0.25 1.69 0.57 -0.94
O -0.54 0.85 -0.26 -0.19
C -1.90 1.00 -0.21 0.44
C -2.63 0.18 -1.07 -0.19
C -4.01 0.23 -1.08 -0.73
C -4.70 1.08 -0.23 0.78
C -6.20 1.14 -0.27 -1.44
C -3.97 1.89 0.62 -0.90
C -2.58 1.86 0.64 -0.37
N 2.54 2.32 -0.06 -0.81
C 3.75 1.67 -0.18 0.27
C 5.00 2.16 -0.53 -0.69
C 6.05 1.26 -0.57 -0.43
C 5.87 -0.09 -0.27 -0.69
C 4.64 -0.59 0.09 -0.74
C 3.58 0.30 0.13 0.93
H -0.96 -2.97 1.85 0.33
H -2.44 -3.01 0.89 0.38
H -1.40 -1.60 0.81 -0.03
H -1.07 -2.97 -1.21 0.29
H -0.78 -4.42 -0.22 0.32
H 0.47 -1.26 -1.08 0.15
H 2.11 -1.95 -1.13 0.35
H 0.70 -0.86 1.36 0.22
H 2.27 -1.70 1.36 0.43
H 0.08 2.74 0.34 0.53
H 0.02 1.50 1.63 0.46
H -2.09 -0.48 -1.74 0.45
H -4.56 -0.41 -1.76 0.38
H -6.59 1.64 0.61 0.36
H -6.62 0.13 -0.31 0.36
H -6.54 1.68 -1.15 0.30
H -4.48 2.57 1.29 0.31
H -2.06 2.51 1.32 0.41
H 5.14 3.20 -0.76 0.44
H 7.04 1.61 -0.84 0.38
H 6.72 -0.75 -0.31 0.39
H 4.50 -1.64 0.32 0.39
```

Output
strongest force on any atom = 0.8 eV/Å
multiplicity = 1
SMILES = CCOCCn1c(COc2ccc(C)cc2)nc2ccccc21
LUMO = 0.77 eV
HOMO-LUMO gap = 0.3412 Eh
energy relative to the best compared isomer or geometry (same formula, charge and spin) = 41.5 kcal/mol

(3)
The following is a quantum chemistry calculation of a 2-piece molecular cluster, C19H22N2O4P overall, from OMol25.

The geometry in XYZ format:
```
48
Properties=species:S:1:pos:R:3:mulliken_charge:R:1
C -1.30 -3.63 2.77 -0.58
C 0.02 -3.64 2.44 -0.25
P 0.52 -3.00 0.83 0.41
C 2.24 -2.38 0.84 -0.88
C 2.24 -0.99 1.59 0.50
C 3.46 -0.16 1.13 -1.54
O 2.23 -1.32 2.96 -0.34
C 2.35 -0.18 3.81 -1.00
C 1.17 0.79 3.61 0.70
C -0.11 0.27 3.77 -0.14
C -1.18 1.13 3.55 -0.62
C -0.91 2.44 3.18 -0.45
C 0.36 2.95 3.03 -0.68
C 1.45 2.09 3.25 -0.48
N -0.62 -1.81 0.42 -0.26
C -0.98 -1.84 -0.76 0.57
O -1.49 -1.90 -1.82 -0.36
H -1.80 -4.55 3.10 0.29
H -1.92 -2.72 2.78 0.28
H 0.74 -4.00 3.18 0.38
H 0.40 -4.04 -0.11 0.25
H 2.55 -2.17 -0.19 0.44
H 2.92 -3.06 1.36 0.41
H 1.33 -0.46 1.24 0.34
H 3.58 -0.27 0.04 0.49
H 4.38 -0.40 1.66 0.31
H 3.20 0.90 1.27 0.30
H 2.25 -0.57 4.84 0.41
H 3.33 0.31 3.77 0.40
H -0.27 -0.77 4.05 0.47
H -2.19 0.75 3.65 0.41
H -1.76 3.11 2.99 0.38
H 0.58 3.97 2.72 0.39
H 2.49 2.39 3.14 0.41
C -1.82 -0.02 -4.38 -0.18
C -2.08 1.14 -3.66 -0.31
C -2.28 2.34 -4.32 -0.43
C -2.21 2.37 -5.71 -0.04
C -1.94 1.23 -6.44 -0.32
C -1.74 0.03 -5.77 -0.58
N -2.44 3.64 -6.41 1.00
O -2.65 4.63 -5.74 -0.60
O -2.40 3.62 -7.62 -0.59
H -1.67 -0.95 -3.87 0.47
H -2.14 1.11 -2.58 0.34
H -2.48 3.24 -3.76 0.44
H -1.88 1.26 -7.52 0.45
H -1.53 -0.87 -6.33 0.38
```

Output
strongest force on any atom = 2.5 eV/Å
multiplicity = 1
total charge = +1
LUMO = -4.77 eV
HOMO-LUMO gap = 0.2640 Eh

(4)
The following is a quantum chemistry calculation of one molecule with the formula C19H22N4O4, from OMol25.

The geometry in XYZ format:
```
49
Properties=species:S:1:pos:R:3:mulliken_charge:R:1
C 3.01 2.15 1.18 -1.69
C 1.60 1.74 0.95 0.54
N 0.80 1.64 2.01 0.01
N 1.25 1.51 3.31 -0.41
C 2.01 0.47 3.78 0.01
O 2.42 0.49 4.92 -0.63
C 2.28 -0.61 2.80 0.60
C 3.60 -1.01 2.59 -0.61
C 3.88 -2.00 1.66 -0.47
C 2.86 -2.60 0.95 -0.57
C 1.54 -2.23 1.19 -0.52
C 1.25 -1.24 2.10 -0.04
C 1.10 1.48 -0.33 -0.64
C 1.95 1.66 -1.49 0.53
O 3.08 2.10 -1.51 -0.70
N 1.36 1.27 -2.68 -0.03
C 0.12 0.71 -2.88 0.42
O -0.24 0.37 -3.98 -0.65
N -0.65 0.56 -1.74 0.17
C -1.97 -0.05 -1.94 -0.81
C -3.11 0.92 -1.62 -0.61
C -4.44 0.27 -1.97 -0.80
C -4.61 -1.04 -1.20 -0.60
C -3.46 -1.99 -1.49 -0.93
C -2.13 -1.34 -1.14 -0.40
C -0.25 0.97 -0.49 1.55
O -1.04 0.86 0.45 -0.86
H 3.21 2.34 2.23 0.37
H 3.69 1.39 0.81 0.31
H 3.23 3.05 0.59 0.55
H -0.17 1.32 1.78 0.39
H 1.02 2.25 3.96 0.22
H 4.39 -0.54 3.15 0.45
H 4.91 -2.30 1.49 0.41
H 3.08 -3.37 0.23 0.43
H 0.74 -2.72 0.65 0.42
H 0.22 -0.97 2.29 0.47
H 1.92 1.39 -3.51 0.26
H -2.01 -0.29 -3.01 0.66
H -3.09 1.18 -0.56 0.23
H -2.98 1.84 -2.20 0.32
H -5.26 0.95 -1.74 0.38
H -4.47 0.06 -3.05 0.36
H -4.64 -0.82 -0.13 0.34
H -5.56 -1.51 -1.47 0.35
H -3.58 -2.91 -0.92 0.37
H -3.47 -2.25 -2.55 0.41
H -2.10 -1.12 -0.07 0.19
H -1.30 -2.02 -1.38 0.27
```

Output
strongest force on any atom = 0.6 eV/Å
multiplicity = 1
SMILES = C/C(NNC(=O)c1ccccc1)=C1\C(=O)NC(=O)N(C2CCCCC2)C1=O
LUMO = 0.26 eV
HOMO-LUMO gap = 0.3455 Eh
energy relative to the best compared isomer or geometry (same formula, charge and spin) = 0.0 kcal/mol

Number 1: energy -2477.0863 Eh. Number 2: energy -997.2049 Eh. Number 3: energy -1488.6033 Eh. Number 4: energy -1257.2972 Eh.